Record 1
Entry from the Open Molecules 2025 dataset: C14H30FHgN3O2S3 as an isolated structure (ωB97M-V with the def2-TZVPD basis set).

LUMO energy	-11.8	eV
largest force on an atom	2.43	eV/Å
orbital gap	1.8	eV

Structure (ORCA input):
```
! RIJCOSX wB97M-V def2-TZVPD def2/J DEFGRID3
* xyz 2 1
C 0.3359 -2.6611 3.1563
C 0.1043 -2.2271 1.6875
C -0.5335 -0.8218 1.5841
C -1.6725 -0.7145 0.5566
N -1.1859 -0.3845 -0.8125
C -0.4819 -1.5025 -1.4875
C 1.0039 -1.2192 -1.8757
C 1.7022 -0.1589 -1.0350
C 3.1051 0.1436 -1.5900
N 3.9336 0.6400 -0.4695
N 3.9971 2.0186 -0.4027
C 3.7883 2.6278 0.9191
C 3.1603 1.7158 1.9742
S 5.5751 0.0969 -0.7000
O 5.8840 0.0399 -2.0753
O 6.4402 0.8718 0.0835
F 5.4834 -1.3153 -0.1059
C -2.1448 0.1830 -1.6209
S -1.7785 1.4593 -2.5233
S -3.8291 -0.4662 -1.7589
C -4.7488 -0.2093 -0.2235
C -5.0053 1.2564 0.1372
C -6.0547 1.9341 -0.7747
H 0.2353 -1.8056 3.8178
H 1.3277 -3.0832 3.2865
H -0.3934 -3.4273 3.3969
H 1.0210 -2.3042 1.1034
H -0.6045 -2.9215 1.2328
H -0.9493 -0.5837 2.5597
H 0.1845 -0.0422 1.3330
H -2.2912 0.1197 0.8791
H -2.2285 -1.6538 0.5138
H -0.9969 -1.6882 -2.4300
H -0.5789 -2.4235 -0.9249
H 1.5201 -2.1682 -1.7225
H 1.0860 -1.0202 -2.9419
H 1.8415 -0.5276 -0.0231
H 1.1186 0.7609 -1.0816
H 3.5596 -0.7881 -1.9205
H 3.0946 0.8275 -2.4392
H 3.4281 2.4521 -1.1193
H 3.0944 3.4542 0.7612
H 4.6947 3.0775 1.3245
H 2.0917 1.6234 1.7781
H 3.6678 0.7665 2.1032
H 3.2470 2.2419 2.9233
H -5.7193 -0.6848 -0.3699
H -4.2917 -0.7190 0.6221
H -4.0928 1.8474 0.1980
H -5.4286 1.2465 1.1412
H -6.7611 2.4949 -0.1716
H -6.6207 1.1503 -1.2872
H -5.5719 2.6105 -1.4747
Hg -5.7623 -0.1389 -3.7113
*
```

Record 2
Entry from the Open Molecules 2025 dataset: a 16-piece molecular cluster, C31H99N27O16 overall (ωB97M-V with the def2-TZVPD basis set).

LUMO energy	0.2	eV
largest force on an atom	6.99	eV/Å
orbital gap	9.1	eV
energy above the lowest of the compared OMol25 structures with the same formula, charge and spin	41.4	kcal per mole

Structure (ORCA input):
```
! RIJCOSX wB97M-V def2-TZVPD def2/J DEFGRID3
* xyz 0 1
C -6.1697 -0.3992 -2.3567
O -4.9733 -0.4786 -2.0983
N -7.0656 -0.5605 -1.4016
N -6.4758 -0.2343 -3.6279
H -6.5916 -0.7833 -0.5197
H -7.9310 -0.0124 -1.3246
H -7.3715 -0.0650 -4.0663
H -5.6003 -0.2572 -4.1668
C -1.4828 -1.1551 4.2906
O -0.3276 -1.4898 3.9762
N -2.2010 -0.5205 3.3314
N -1.7919 -1.4397 5.5212
H -1.9639 -0.6569 2.3615
H -2.9992 0.0704 3.5230
H -0.9588 -1.6157 6.0742
H -2.6675 -1.2071 5.9921
C 1.2402 -3.4870 0.8037
O 1.3652 -4.1184 -0.1943
N 2.4397 -2.8391 1.0992
N 0.1024 -3.4287 1.5409
H 3.2593 -3.4258 0.8856
H 2.5667 -2.6631 2.1220
H 0.1774 -3.1431 2.5029
H -0.4155 -4.2661 1.3647
C 4.1652 4.1032 -3.8268
O 5.2589 4.6201 -3.7446
N 3.4919 3.8922 -4.9762
N 3.7640 3.5530 -2.5914
H 3.9422 4.2282 -5.7893
H 2.5126 3.8016 -4.7946
H 4.4525 3.5259 -1.8696
H 3.0923 2.8024 -2.4869
C -2.7018 3.2658 0.7873
O -3.2000 2.9609 1.8390
N -2.7306 4.4949 0.4161
N -2.0147 2.3998 0.0663
H -3.6558 4.8596 0.7028
H -2.6874 4.6769 -0.6050
H -1.7521 1.4771 0.3394
H -1.8903 2.5333 -0.9344
C 4.6701 3.6729 5.0827
O 5.7432 3.3005 5.4650
N 3.8081 2.9740 4.2041
N 4.1018 4.7595 5.7710
H 4.4592 2.3208 3.8099
H 3.2253 3.4661 3.5372
H 3.3703 5.1783 5.2374
H 4.8668 5.3096 6.0797
C -1.9449 0.6782 -3.9721
O -1.0132 0.8262 -4.6950
N -2.1789 1.6807 -3.1135
N -2.8290 -0.2567 -4.0978
H -3.1578 1.9125 -2.9206
H -1.6874 2.5584 -3.3610
H -3.4360 -0.4757 -3.3215
H -2.4842 -1.0920 -4.5644
C 0.1129 4.6141 -1.8869
O -1.0761 4.6821 -2.1435
N 1.0125 4.9835 -2.7495
N 0.4184 4.2883 -0.6062
H 1.9792 4.9533 -2.4227
H 0.7275 5.7299 -3.3706
H -0.3481 4.1408 0.0223
H 1.3100 3.8914 -0.3640
C -0.0265 4.3077 3.0467
O 1.1428 4.7179 3.1319
N -0.2604 3.0631 2.7190
N -0.9735 5.2412 3.1198
H 0.3896 2.3128 2.9350
H -1.2385 2.7931 2.8146
H -0.5702 6.1550 2.9285
H -1.7735 5.0744 2.5146
C 1.0960 1.3283 6.4910
O 0.1349 0.6043 6.7124
N 1.2844 2.4098 7.1799
N 1.9690 0.9908 5.5343
H 0.4763 2.6422 7.7584
H 1.8698 3.1895 6.9713
H 1.4842 0.3652 4.9006
H 2.4061 1.7692 5.0289
C -6.2502 1.9334 0.7369
O -7.2643 1.9119 0.0744
N -5.2215 1.1532 0.4964
N -6.3330 2.7105 1.8795
H -4.4137 1.1872 1.0716
H -5.0149 0.9348 -0.4795
H -7.2064 3.2107 1.9015
H -5.5795 3.2604 2.2580
C 4.5509 -2.3694 4.7193
C 5.4576 -1.1348 4.4151
C 5.0843 -0.6341 2.9912
O 5.6678 0.5593 2.6072
C 6.9600 0.3486 2.1637
N 5.3595 -0.1942 5.5550
H 4.5089 -3.1255 3.9348
H 3.5281 -1.9612 4.8680
H 4.8650 -2.8027 5.6785
H 6.4594 -1.5651 4.4729
H 4.0155 -0.4596 3.1459
H 5.2517 -1.4191 2.2609
H 7.0187 -0.4653 1.4658
H 7.6047 0.1645 3.0359
H 7.1984 1.2768 1.6817
H 4.3974 -0.0486 5.7440
H 5.9097 0.6253 5.3227
C 3.4466 -0.3903 -3.5141
C 2.8912 0.7471 -4.3732
C 2.3718 0.2989 -5.7134
O 3.4189 -0.3884 -6.4186
C 2.9780 -0.6556 -7.7544
N 1.8332 1.5565 -3.7469
H 3.7861 -0.0143 -2.5488
H 4.2891 -0.8287 -4.0661
H 2.6500 -1.1270 -3.3933
H 3.6630 1.4811 -4.6396
H 2.2447 1.2562 -6.2097
H 1.4595 -0.2759 -5.6128
H 1.9061 -0.9000 -7.6891
H 3.5106 -1.5624 -8.0718
H 3.0404 0.1963 -8.4601
H 1.1679 1.8174 -4.4992
H 1.3013 1.0832 -3.0585
C -4.9887 -4.1079 2.1482
C -4.0449 -3.9130 0.9533
C -3.5155 -5.3087 0.5645
O -2.8731 -5.9186 1.6244
C -1.8746 -6.8359 1.2839
N -4.5818 -3.2955 -0.2976
H -5.3550 -3.1595 2.5866
H -4.3168 -4.5768 2.8784
H -5.8250 -4.7617 1.8788
H -3.2041 -3.2451 1.2631
H -2.9260 -5.2514 -0.3049
H -4.3201 -5.9795 0.2180
H -0.9938 -6.4505 0.7407
H -2.3449 -7.5526 0.6081
H -1.6148 -7.3448 2.2421
H -4.5706 -2.2898 -0.2287
H -5.4743 -3.6098 -0.6270
C 0.0983 -2.8433 -3.2500
C -1.0106 -3.8508 -2.9941
C -1.7063 -4.2441 -4.3528
O -2.2952 -3.0653 -5.0371
C -2.6315 -3.4228 -6.3939
N -0.5662 -5.0527 -2.2927
H 0.8467 -3.1475 -3.9680
H 0.7180 -2.5462 -2.3711
H -0.3870 -1.9776 -3.6827
H -1.7665 -3.3779 -2.3373
H -2.4714 -4.9607 -4.2485
H -0.9164 -4.5542 -5.0135
H -3.2716 -4.2906 -6.3980
H -1.6816 -3.6575 -6.8685
H -3.1693 -2.6051 -6.8724
H 0.0436 -4.8575 -1.5021
H 0.0734 -5.4970 -2.9441
C 2.4051 1.3849 0.0632
C 1.0843 0.8949 0.6271
C 0.3568 -0.0900 -0.2477
O -0.9016 -0.3975 0.3366
C -1.7815 -1.1850 -0.4524
N 1.2804 0.4016 1.9883
H 3.1654 0.5888 0.0243
H 2.8107 2.1743 0.6609
H 2.3602 1.7522 -0.9708
H 0.4665 1.8138 0.6639
H 0.9545 -0.9805 -0.3318
H 0.0775 0.3667 -1.2134
H -1.2689 -2.0940 -0.7592
H -1.9503 -0.6658 -1.3716
H -2.7044 -1.4652 0.0230
H 2.1926 -0.0566 2.0481
H 0.5869 -0.3620 2.1026
*
```

Record 3
Entry from the Open Molecules 2025 dataset: C5H4O2 in the gas phase (ωB97M-V with the def2-TZVPD basis set).

structure (SMILES)	O=c1cccco1
LUMO energy	0.3	eV
largest force on an atom	1.29	eV/Å
orbital gap	9.5	eV
energy above the lowest of the compared OMol25 structures with the same formula, charge and spin	14.5	kcal per mole

Structure (ORCA input):
```
! RIJCOSX wB97M-V def2-TZVPD def2/J DEFGRID3
* xyz 0 1
O 1.1038 1.8821 1.3623
C 0.5849 0.8392 1.0823
C -0.8462 0.4816 0.9661
C -1.1730 -0.1655 -0.1800
C -0.1192 -0.5762 -1.0926
C 1.1236 -0.6982 -0.5945
O 1.4273 -0.2385 0.6525
H -1.5379 0.8220 1.7405
H -2.1984 -0.4404 -0.4359
H -0.3129 -0.7821 -2.1394
H 1.9317 -1.1439 -1.1848
*
```

Record 4
Entry from the Open Molecules 2025 dataset: C47H81N8O5STi as an isolated structure (ωB97M-V with the def2-TZVPD basis set).

LUMO energy	-3.1	eV
largest force on an atom	2.59	eV/Å
orbital gap	7.4	eV

Structure (ORCA input):
```
! RIJCOSX wB97M-V def2-TZVPD def2/J DEFGRID3
* xyz 1 1
Ti 0.6339 0.3687 0.5060
C 0.1844 -2.2536 3.4068
N -0.8706 -1.5837 2.6535
C -1.8599 -1.0402 3.5848
C -1.5083 -2.5995 1.8161
C -2.5979 -2.0333 0.9165
N -2.0862 -0.9890 0.0325
C -1.7174 -1.5614 -1.2689
C -0.7205 -2.6625 -1.1618
C -1.1328 -3.9572 -1.3920
C -0.2559 -5.0250 -1.2562
C 1.0837 -4.6873 -1.1545
C 1.5552 -3.3802 -1.0211
C 0.6126 -2.3463 -0.8207
O 0.8619 -1.1250 -0.3052
C 3.0628 -3.1820 -1.0767
C 3.3953 -1.7198 -1.3865
C 3.6431 -3.6340 0.2665
C 3.6934 -4.0301 -2.1943
C -0.8054 -6.4396 -1.2168
C -1.8994 -6.4955 -0.1373
C 0.2651 -7.4677 -0.8499
C -1.4120 -6.8045 -2.5766
C -3.1386 0.0004 -0.2075
C -2.7408 0.9463 -1.3045
C -3.5768 1.0620 -2.4009
C -3.2270 1.8112 -3.5138
C -2.0442 2.5280 -3.4235
C -1.1793 2.4534 -2.3405
C -1.4751 1.5693 -1.2769
O -0.6140 1.2486 -0.2927
C 0.0904 3.2896 -2.3374
C 1.2634 2.3465 -2.6511
C 0.0914 4.4134 -3.3839
C 0.1840 3.9736 -0.9655
C -4.0992 1.7923 -4.7573
C -5.5212 2.2399 -4.3929
C -3.5766 2.7055 -5.8686
C -4.1182 0.3584 -5.3080
H -0.2065 -3.1297 3.9485
H 0.6203 -1.5688 4.1323
H 0.9549 -2.5803 2.7093
H -2.4819 -1.8412 4.0091
H -2.5020 -0.3263 3.0725
H -1.3669 -0.5327 4.4111
H -1.9677 -3.3770 2.4539
H -0.7370 -3.0735 1.2093
H -3.3952 -1.6231 1.5397
H -3.0354 -2.8640 0.3419
H -1.2824 -0.7695 -1.8851
H -2.6191 -1.9424 -1.7804
H -2.1679 -4.1212 -1.6505
H 1.8191 -5.4724 -1.1838
H 2.9904 -1.0499 -0.6271
H 2.9703 -1.4417 -2.3523
H 4.4719 -1.5719 -1.4373
H 3.1989 -3.0539 1.0675
H 4.7210 -3.5053 0.2680
H 3.4250 -4.6867 0.4291
H 3.1497 -3.9098 -3.1272
H 3.7161 -5.0853 -1.9402
H 4.7193 -3.7035 -2.3473
H -1.5027 -6.1683 0.8211
H -2.2661 -7.5128 -0.0275
H -2.7451 -5.8621 -0.3873
H 0.7607 -7.1949 0.0785
H 1.0095 -7.5613 -1.6351
H -0.1990 -8.4410 -0.7103
H -2.1882 -6.1010 -2.8625
H -1.8514 -7.7981 -2.5406
H -0.6463 -6.7949 -3.3468
H -3.3369 0.5252 0.7283
H -4.0762 -0.4998 -0.5089
H -4.5026 0.5072 -2.3889
H -1.7581 3.1609 -4.2410
H 1.1556 1.9875 -3.6753
H 1.2737 1.4783 -1.9784
H 2.2135 2.8714 -2.5724
H 0.0877 4.0293 -4.4002
H 1.0015 4.9973 -3.2617
H -0.7607 5.0762 -3.2453
H 0.4218 3.2531 -0.1833
H -0.7806 4.4281 -0.7361
H 0.9290 4.7659 -0.9842
H -5.4964 3.2292 -3.9419
H -5.9903 1.5563 -3.6910
H -6.1434 2.2867 -5.2833
H -3.6133 3.7496 -5.5717
H -4.2007 2.5870 -6.7507
H -2.5596 2.4434 -6.1468
H -4.5424 -0.3444 -4.5972
H -3.1069 0.0340 -5.5433
H -4.7114 0.3174 -6.2178
C 4.5796 -0.7321 1.5644
N 3.3992 -1.2433 2.2782
C 3.8459 -2.0620 3.4118
C 4.1859 -1.0352 4.4914
N 3.2812 0.0529 4.1493
C 3.5586 1.3307 4.7620
C 2.7180 -0.1724 2.9227
N 1.5920 0.2745 2.4704
C 0.8270 1.1558 3.3442
C 0.9050 2.6542 2.9778
N -0.2737 2.9279 2.2002
C -0.9260 4.0341 2.2453
N -0.5887 5.3141 2.6045
C 0.6818 5.8495 3.0013
C -1.7523 6.1807 2.6108
C -2.7984 5.3716 1.8399
N -2.2423 4.0466 1.8944
C -2.9235 2.9103 1.3671
H 5.2206 -1.5725 1.3177
H 5.1373 -0.0016 2.1547
H 4.2789 -0.2391 0.6507
H 4.6872 -2.6884 3.1240
H 3.0177 -2.6995 3.7317
H 5.2343 -0.7197 4.4381
H 3.9847 -1.3970 5.5024
H 4.6419 1.4461 4.8598
H 3.1150 1.3928 5.7583
H 3.2006 2.1324 4.1273
H 1.1178 0.9974 4.3885
H -0.2232 0.8683 3.2123
H 1.8313 2.8425 2.4187
H 0.9232 3.2405 3.9090
H 1.4863 5.2065 2.6593
H 0.7440 5.9719 4.0866
H 0.8220 6.8349 2.5508
H -1.5185 7.1332 2.1314
H -2.0832 6.3845 3.6383
H -2.9097 5.7092 0.7979
H -3.7820 5.3881 2.3181
H -3.2024 3.0728 0.3216
H -3.8275 2.7098 1.9495
H -2.2166 2.0824 1.4368
C 3.3503 3.8143 0.0740
S 3.4233 2.0480 0.4057
O 4.3311 1.4562 -0.5339
O 3.7699 1.9435 1.8048
O 2.0203 1.5196 0.1799
H 4.2232 4.2502 0.5384
H 2.4463 4.2064 0.5097
H 3.3751 3.9504 -0.9945
*
```

Record 5
Entry from the Open Molecules 2025 dataset: an isolated ion of composition C4H8NOS and charge +1 (ωB97M-V with the def2-TZVPD basis set).

structure (SMILES)	CCC(=S)[N+](C)=O
LUMO energy (spin up / spin down)	-8.2 / -8.3	eV
largest force on an atom	5.41	eV/Å
orbital gap (spin up / spin down)	6.4 / 6.4	eV
energy above the lowest of the compared OMol25 structures with the same formula, charge and spin	100.5	kcal per mole

Structure (ORCA input):
```
! RIJCOSX wB97M-V def2-TZVPD def2/J DEFGRID3
* xyz 1 1
C 0.3580 -1.3173 0.6687
C -0.5912 -1.1472 -0.5356
C -1.7230 -0.2628 -0.2325
S -3.4216 -0.8617 -0.0418
N -1.6718 1.0860 -0.0986
C -0.4866 1.8466 -0.3799
O -2.6798 1.7014 0.2361
H 0.5769 -0.3737 1.1659
H -0.0831 -1.9877 1.3993
H 1.2920 -1.7542 0.3237
H -0.9711 -2.1296 -0.8206
H -0.0312 -0.7482 -1.3867
H -0.6505 2.4109 -1.3046
H 0.4024 1.2328 -0.4790
H -0.3561 2.5957 0.4065
*
```

Record 6
Entry from the Open Molecules 2025 dataset: a 2-piece molecular cluster, C12H19BrN overall (ωB97M-V with the def2-TZVPD basis set).

LUMO energy (spin up / spin down)	-3.0 / -6.0	eV
largest force on an atom	4.85	eV/Å
orbital gap (spin up / spin down)	7.2 / 5.7	eV

Structure (ORCA input):
```
! RIJCOSX wB97M-V def2-TZVPD def2/J DEFGRID3
* xyz 1 3
C 1.6195 -0.0563 2.2529
C 1.3102 -2.1344 1.1840
C 1.6267 -1.4227 2.3800
C 1.0614 0.6755 1.1521
C 0.7792 -1.5399 0.0735
C 0.7248 -0.1850 0.1724
C 2.1033 -2.1090 3.5966
C 1.0828 2.1527 1.1888
C 0.5347 -2.2386 -1.2510
C -1.9840 1.0891 -3.2827
C -2.3866 0.4008 -0.9869
C -0.1611 1.0813 -1.6454
N -1.3268 0.4361 -2.1601
Br 1.3329 1.5442 -2.8821
H 2.0106 0.6350 3.0801
H 1.3840 -3.3293 1.2049
H 2.4945 -1.5315 4.4037
H 1.3050 -2.6582 4.0442
H 2.7428 -3.0093 3.4110
H 1.0652 2.6785 0.2276
H 0.1548 2.4252 1.7498
H 2.0455 2.4650 1.7255
H 1.0522 -1.8030 -2.0634
H 1.1248 -3.1572 -1.2356
H -0.5703 -2.1613 -1.5523
H -2.8816 0.5060 -3.4935
H -2.5780 1.9919 -2.9811
H -1.4525 1.2345 -4.2150
H -2.4551 1.3644 -0.6409
H -3.3376 -0.0848 -1.3127
H -2.1373 -0.2555 -0.1887
H -0.4252 2.0453 -1.0815
H -1.1784 -0.5631 -2.3366
*
```